[1]
The following is a quantum chemistry calculation of C22H27Br3CaN6O3Se as an isolated structure, from OMol25.

Last column: Mulliken charge in e.
CARTESIAN COORDINATES (ANGSTROEM)
Ca (-0.25266, -0.04746, -0.36439)  2.471
N (-1.10721, -1.67834, 0.89524)  -0.390
C (-2.06341, -0.93837, 1.73780)  -0.116
C (-2.75708, 0.10834, 0.87214)  -0.868
N (-1.86911, 1.23224, 0.51354)  0.481
C (-1.65338, 2.13135, 1.66703)  -1.691
C (-0.23223, 2.08391, 2.22180)  0.473
N (0.71548, 2.74822, 1.31453)  -0.553
C (-2.38406, 1.94307, -0.66069)  -0.925
C (-1.33696, 2.87431, -1.27130)  -0.929
N (-0.19306, 2.09604, -1.75405)  -0.355
H (-1.71497, -2.35556, 0.37990)  0.046
H (-0.52835, -2.25933, 1.49542)  0.130
H (-1.54392, -0.48511, 2.58412)  -0.265
H (-2.84376, -1.61516, 2.10168)  0.316
H (-3.66108, 0.47651, 1.37618)  0.436
H (-3.06714, -0.41502, -0.03738)  0.394
H (-2.34211, 1.86241, 2.47556)  0.438
H (-1.86538, 3.16559, 1.37992)  0.501
H (0.05949, 1.04510, 2.41745)  -0.380
H (-0.22614, 2.62381, 3.17414)  0.493
H (0.79857, 2.16475, 0.48245)  -0.009
H (1.63206, 2.71480, 1.74634)  0.363
H (-3.28693, 2.52465, -0.41495)  0.393
H (-2.65049, 1.19596, -1.40985)  0.614
H (-0.97776, 3.57494, -0.51511)  0.468
H (-1.82071, 3.45444, -2.06964)  0.539
H (0.58139, 2.70343, -1.99033)  0.196
H (-0.44739, 1.60446, -2.61316)  0.143
C (0.06949, -0.54141, 5.10797)  -1.183
C (1.38154, -0.81582, 4.42140)  0.616
C (2.48497, -1.23484, 5.14472)  -0.697
C (3.68790, -1.51282, 4.48276)  -1.345
C (3.75979, -1.33961, 3.07736)  0.553
C (4.89824, -1.59907, 2.28946)  0.417
Br (6.53254, -2.16441, 3.11929)  -0.353
C (4.90406, -1.44698, 0.91653)  -0.725
C (3.75413, -0.98201, 0.30784)  0.123
Br (3.72470, -0.71875, -1.58841)  -0.270
C (2.56914, -0.65093, 0.99446)  -0.950
O (1.53063, -0.15771, 0.37995)  -0.627
C (2.57793, -0.87948, 2.41389)  0.330
N (1.41777, -0.63478, 3.08996)  0.116
H (0.18880, -0.54394, 6.19246)  0.394
H (-0.67338, -1.29911, 4.83659)  0.135
H (-0.32461, 0.43001, 4.79376)  0.140
H (2.40452, -1.35281, 6.22051)  0.332
H (4.55316, -1.85729, 5.03157)  0.267
H (5.78475, -1.67561, 0.33328)  0.381
Br (2.14607, -5.09582, -1.90127)  -0.191
C (1.15324, -4.01846, -3.10414)  -0.308
C (0.95446, -4.45035, -4.40591)  -0.102
N (0.31601, -3.71606, -5.30927)  -0.651
C (-0.13577, -2.52223, -4.93193)  -0.423
C (-0.00589, -2.02298, -3.64466)  0.376
C (0.64942, -2.80057, -2.69624)  0.148
C (-0.56069, -0.66402, -3.26109)  0.198
O (-0.52190, 0.25123, -4.09435)  -0.829
O (-1.02126, -0.57719, -2.08124)  -0.550
H (1.32719, -5.41459, -4.73191)  0.351
H (-0.63577, -1.93194, -5.69096)  0.408
H (0.74722, -2.44970, -1.67856)  0.359
Se (-3.95441, -3.51341, 0.32100)  -0.851

Atoms 1-3, force components in eV/Å:
Ca 0.9 1.1 0.9
N -1.1 -1.7 0.8
C -0.2 0.0 0.0

Calculated values
spin multiplicity: 1
LUMO level (spin up / spin down): 4.2 / 4.2 eV
total charge: -2
orbital gap (spin up / spin down): 5.9 / 3.4 eV


[2]
The following is a quantum chemistry calculation of C22H27CaN7O3 as an isolated structure, from OMol25.

Last column: Mulliken charge in e.
CARTESIAN COORDINATES (ANGSTROEM)
Ca (-0.04088, 0.16129, 1.00624)  1.832
N (0.70250, 4.28142, -1.12716)  0.018
C (0.33925, 3.53461, -0.08646)  -0.415
N (0.89383, 2.41074, 0.26725)  -0.447
C (2.00604, 1.96608, -0.48026)  0.509
N (2.70996, 0.93671, -0.13236)  -1.009
N (2.15550, 0.20440, 0.90751)  0.130
C (2.87167, -0.30707, 1.81817)  -0.621
C (2.16824, -1.04268, 2.91675)  0.898
C (2.86283, -1.91921, 3.72646)  -0.877
C (2.19705, -2.53602, 4.77542)  -0.259
C (0.86342, -2.24261, 4.98638)  -0.781
C (0.23894, -1.35639, 4.12471)  -0.221
N (0.85901, -0.76468, 3.10188)  -0.303
C (2.42089, 2.71717, -1.66746)  0.640
C (3.47154, 2.30247, -2.48951)  -0.352
C (3.82307, 3.04896, -3.59228)  -0.845
C (3.12962, 4.22519, -3.89085)  -0.439
C (2.09161, 4.65082, -3.08890)  -0.980
C (1.74834, 3.88783, -1.97758)  0.400
H (0.25623, 5.17370, -1.27384)  0.253
H (-0.48524, 3.92695, 0.50020)  0.452
H (3.95022, -0.17222, 1.86446)  0.471
H (3.91258, -2.10968, 3.54116)  0.439
H (2.72085, -3.22283, 5.42781)  0.474
H (0.31534, -2.67492, 5.81182)  0.430
H (-0.80459, -1.09838, 4.27460)  0.522
H (4.00054, 1.39449, -2.23510)  0.499
H (4.64179, 2.73104, -4.22376)  0.446
H (3.41087, 4.81309, -4.75527)  0.436
H (1.55737, 5.56744, -3.31218)  0.431
C (-3.21265, 0.88647, -3.41466)  -0.922
N (-1.86947, 0.70196, -2.85436)  0.068
C (-0.74895, 0.93298, -3.77077)  -1.030
C (-1.64485, 0.43313, -1.57984)  1.109
O (-0.50449, 0.33893, -1.09136)  -0.688
C (-2.86027, 0.22768, -0.66147)  -1.304
O (-2.45268, -0.11381, 0.67173)  -0.387
C (-2.82539, -1.41714, 1.13682)  -1.405
C (-1.61151, -2.36378, 1.15211)  1.350
O (-0.50820, -1.91275, 0.78751)  -0.805
N (-1.78667, -3.60524, 1.56663)  0.120
C (-3.07700, -4.13821, 2.01658)  -0.968
C (-0.65278, -4.52869, 1.64887)  -1.018
H (-3.22357, 0.48770, -4.42603)  0.323
H (-3.47480, 1.94396, -3.45551)  0.323
H (-3.96710, 0.35650, -2.84317)  0.357
H (-0.85463, 0.27688, -4.63319)  0.357
H (0.18764, 0.72688, -3.26658)  0.276
H (-0.76171, 1.96932, -4.11139)  0.375
H (-3.51094, -0.54779, -1.06107)  0.541
H (-3.43892, 1.14775, -0.60737)  0.482
H (-3.62130, -1.83112, 0.52090)  0.526
H (-3.21403, -1.30575, 2.14738)  0.568
H (-3.90016, -3.47475, 1.77545)  0.356
H (-3.06055, -4.29992, 3.09424)  0.340
H (-3.25710, -5.09166, 1.52469)  0.349
H (0.23545, -4.05651, 1.25003)  0.257
H (-0.88120, -5.42515, 1.07570)  0.356
H (-0.49056, -4.80558, 2.69028)  0.361

Atoms 1-3, force components in eV/Å:
Ca -0.8 1.4 1.1
N 0.1 0.0 -0.1
C 0.1 -0.1 0.1

Calculated values
spin multiplicity: 1
LUMO level: -5.5 eV
energy relative to the best compared isomer or geometry (same formula, charge and spin): 5.1 kcal/mol
total charge: +2
orbital gap: 7.9 eV


[3]
The following is a quantum chemistry calculation of a single C22H27Cl2N3O3S molecule, from OMol25.

Last column: Mulliken charge in e.
CARTESIAN COORDINATES (ANGSTROEM)
C (-2.49012, 2.00128, 3.13814)  -1.167
N (-1.33551, 1.13901, 2.96708)  0.138
C (-1.47705, -0.04048, 3.79844)  -1.194
C (-0.10601, 1.88943, 3.21101)  0.165
C (1.15372, 1.00074, 3.16706)  -1.832
N (1.30147, 0.31679, 1.90878)  0.107
C (2.29188, 0.61677, 1.04357)  0.153
O (3.17983, 1.40468, 1.29664)  -0.711
C (2.25817, -0.17652, -0.26301)  0.233
C (2.41586, -1.67642, 0.01712)  -0.446
C (2.36485, -2.45891, -1.29286)  -1.327
N (1.13298, -2.19141, -2.00993)  0.311
S (-0.21794, -2.94967, -1.38190)  1.483
O (-0.95617, -2.11420, -0.47299)  -0.703
O (0.16312, -4.24629, -0.91754)  -0.720
C (-1.21786, -3.11482, -2.87146)  -0.149
C (-2.47052, -2.53224, -2.91465)  -0.375
C (-3.25584, -2.66994, -4.04719)  -0.642
C (-2.78411, -3.39220, -5.13053)  -0.486
C (-1.52663, -3.97798, -5.08679)  0.345
Cl (-0.94782, -4.87083, -6.43143)  -0.193
C (-0.73094, -3.84046, -3.94695)  0.034
Cl (0.81797, -4.54975, -3.86241)  -0.138
C (0.93651, -0.78862, -2.31182)  -1.485
C (0.97680, 0.08809, -1.05918)  0.052
C (0.07898, 2.96427, 2.16528)  -0.130
C (-0.34627, 2.75976, 0.85935)  0.234
C (-0.10848, 3.71543, -0.11174)  -0.822
C (0.56339, 4.88222, 0.20928)  -0.569
C (0.98973, 5.09199, 1.50916)  -0.750
C (0.74840, 4.13813, 2.48122)  -0.454
H (-2.38321, 2.88768, 2.51679)  0.334
H (-2.61973, 2.32278, 4.18389)  0.407
H (-3.38351, 1.46210, 2.82648)  0.355
H (-1.39566, 0.18450, 4.87398)  0.337
H (-2.45890, -0.47319, 3.61290)  0.393
H (-0.73215, -0.78815, 3.53587)  0.313
H (-0.12741, 2.35873, 4.21600)  0.607
H (2.03421, 1.63910, 3.27863)  0.666
H (1.14299, 0.27483, 3.98565)  0.432
H (0.52422, -0.25135, 1.60996)  0.266
H (3.11879, 0.16189, -0.85119)  0.434
H (1.60219, -2.03118, 0.65344)  0.258
H (3.36224, -1.86303, 0.52686)  0.409
H (3.19791, -2.18514, -1.94726)  0.447
H (2.39358, -3.53265, -1.10411)  0.507
H (-2.80360, -1.98322, -2.04829)  0.524
H (-4.23451, -2.21892, -4.08793)  0.399
H (-3.38546, -3.51037, -6.01801)  0.424
H (1.72156, -0.49370, -3.01552)  0.465
H (-0.03158, -0.69865, -2.81087)  0.485
H (0.10047, -0.15337, -0.45807)  -0.029
H (0.92859, 1.14010, -1.34353)  0.350
H (-0.87993, 1.85350, 0.61878)  0.575
H (-0.44825, 3.54883, -1.12444)  0.449
H (0.75387, 5.62588, -0.55051)  0.401
H (1.51437, 6.00025, 1.76645)  0.401
H (1.08654, 4.30488, 3.49433)  0.428

Atoms 1-3, force components in eV/Å:
C -0.1 0.0 -0.1
N 0.2 0.0 0.1
C 0.0 0.0 -0.1

Calculated values
spin multiplicity: 1
SMILES string: CN(C)[C@@H](CNC(=O)C1CCN(S(=O)(=O)c2cccc(Cl)c2Cl)CC1)c1ccccc1
LUMO level: 0.2 eV
energy relative to the best compared isomer or geometry (same formula, charge and spin): 0.0 kcal/mol
total charge: 0
orbital gap: 9.1 eV


[4]
The following is a quantum chemistry calculation of C22H27F3N3OS as an isolated structure, from OMol25.

Last column: Mulliken charge in e.
CARTESIAN COORDINATES (ANGSTROEM)
O (-1.30329, 3.85702, 3.34669)  -0.492
H (-1.85702, 4.48624, 3.79552)  0.343
C (-0.20563, 4.45024, 2.56349)  -0.736
C (0.25192, 3.67772, 1.52577)  0.103
N (0.35691, 2.44144, 1.97862)  0.073
H (0.70405, 2.34581, 3.12569)  0.546
C (1.64883, 1.62119, 1.55464)  -0.759
C (1.86676, 0.29759, 1.76307)  -1.303
N (0.68409, -0.46787, 1.58601)  0.413
C (-0.50378, 0.04922, 2.38128)  -1.199
C (-0.49548, 1.39801, 1.78166)  -0.708
H (-1.38724, 2.03205, 2.29071)  0.447
H (-1.06696, 1.52565, 0.77264)  0.283
H (-1.28964, -0.61035, 2.20225)  0.672
H (-0.26457, 0.19069, 3.39028)  0.206
C (0.86017, -2.00507, 2.04445)  -1.376
H (-0.29249, -2.39953, 2.24276)  0.302
C (1.39756, -2.72491, 0.80076)  -0.618
H (1.68152, -3.78492, 0.86842)  0.493
H (2.38324, -2.29734, 0.43258)  0.250
C (0.41471, -2.75050, -0.49595)  -0.970
N (0.35203, -1.65297, -1.02338)  0.879
C (-1.00253, -1.32489, -1.56427)  0.471
C (-2.00713, -2.29661, -1.57239)  -0.962
C (-3.29501, -1.72451, -2.32829)  -0.349
C (-3.75217, -0.55723, -2.39173)  -0.578
C (-2.86521, 0.51462, -2.14470)  -1.052
C (-1.34662, 0.01745, -1.95796)  0.325
S (-0.19059, 1.34391, -1.51721)  -0.118
C (1.17573, 0.35033, -2.02241)  1.182
C (2.33871, 1.03741, -2.80138)  -1.012
C (3.40091, 0.46926, -3.08348)  -0.770
C (3.50112, -1.04548, -2.74757)  -1.004
C (2.33862, -1.56660, -2.06226)  -0.414
C (1.23627, -0.91073, -1.71395)  0.007
H (2.63622, -2.83424, -2.03613)  0.015
H (4.33426, -1.46392, -3.12514)  0.547
H (4.29484, 0.67048, -3.31444)  0.680
H (2.22250, 2.08691, -2.93475)  0.464
H (-2.74061, 1.44285, -2.38776)  0.754
H (-4.80312, -0.35343, -2.50576)  0.470
C (-4.25568, -3.01252, -1.94654)  0.837
F (-4.63649, -3.38343, -0.84039)  -0.207
F (-4.11075, -3.86288, -2.81077)  -0.189
F (-5.50320, -2.39758, -2.65167)  -0.431
H (-2.05573, -3.31202, -1.60489)  0.796
H (0.60020, -3.66529, -1.09919)  0.533
H (-0.74064, -3.20534, 0.01617)  0.270
H (1.51402, -2.11983, 2.64265)  0.841
H (2.81196, -0.23137, 1.36360)  0.479
H (2.15475, 0.23704, 2.85068)  0.421
H (1.44958, 1.59938, 0.19060)  -0.104
H (2.49188, 2.13671, 1.30042)  1.041
H (-0.51129, 3.58838, 0.83045)  0.196
H (1.14081, 3.96279, 1.23238)  0.400
H (0.71064, 4.49633, 3.52325)  0.244
H (-0.47193, 5.63466, 2.28683)  0.369

Atoms 1-3, force components in eV/Å:
O 1.2 -0.5 -2.0
H 0.0 0.8 0.1
C -1.0 7.4 8.7

Calculated values
spin multiplicity: 1
LUMO level: -2.9 eV
total charge: +1
orbital gap: 7.4 eV


Number 1: total energy -12210.0239 Ha. Number 2: total energy -2140.8237 Ha. Number 3: total energy -2563.0992 Ha. Number 4: total energy -1790.7867 Ha.